Formula: C16H30ClN2O5
Source: the OMol25 dataset
Level of theory: ωB97M-V/def2-TZVPD

Gap between HOMO and LUMO ... 7.79 eV
F_max ... 1.07 eV Å⁻¹
E_HOMO ... -5.16 eV
Net charge ... -1

```
54
C16H30ClN2O5 ωB97M-V/def2-TZVPD
C -3.93278 1.43879 -0.09744
C -3.65122 0.21650 0.74519
Cl -4.33604 -1.20812 -0.19411
C -2.17948 -0.11488 1.04050
C -1.21443 1.07433 1.17763
N -0.18509 1.06928 0.12002
C -0.70828 1.25827 -1.18324
C -0.79859 2.55548 -1.70707
C -1.26178 2.74753 -3.00466
N -1.65523 1.76786 -3.81490
C -1.56264 0.54041 -3.28787
C -1.11665 0.21956 -2.00764
C -0.47603 0.91025 2.54178
O 0.47241 0.09320 2.54668
O -0.90378 1.58150 3.48563
H -3.48269 1.38134 -1.08235
H -5.01284 1.52662 -0.21407
H -3.62063 2.34318 0.41883
H -4.22465 0.21316 1.66299
H -1.77419 -0.81492 0.32069
H -2.16234 -0.64827 1.98816
H -1.70591 2.04665 1.23754
H 0.49734 1.79322 0.29814
H -0.48849 3.40332 -1.11263
H -1.30632 3.76018 -3.39467
H -1.85133 -0.28127 -3.93267
H -1.05788 -0.81517 -1.71331
C 2.36481 1.92586 -4.61521
C 2.37168 0.81308 -3.58321
O 1.68366 -0.34095 -4.05200
H 1.33880 2.19213 -4.87267
H 2.87580 2.81397 -4.23871
H 2.86274 1.60413 -5.53431
H 1.85670 1.13089 -2.67749
H 3.39964 0.54172 -3.31618
H 2.12310 -0.65658 -4.84676
C 2.67511 -2.72327 -0.23310
C 1.29161 -2.10086 -0.16863
O 0.30203 -3.11810 0.03783
H 2.72637 -3.45799 -1.03962
H 3.44149 -1.96368 -0.40077
H 2.90404 -3.24470 0.70005
H 1.04450 -1.59538 -1.10093
H 1.21378 -1.36664 0.63975
H 0.50429 -3.54583 0.87443
C 1.93932 -2.31697 4.92796
C 0.98871 -1.56907 5.84824
O 1.17070 -0.17018 5.75843
H 2.97438 -2.07317 5.17486
H 1.80290 -3.39925 5.01073
H 1.76760 -2.01834 3.89161
H 1.16342 -1.84789 6.88987
H -0.04986 -1.81840 5.59715
H 1.00530 0.06083 4.83202
```

Atom charges from the Mulliken analysis, given in e for atoms 1 to 6:
1. C -1.365
2. C 0.306
3. Cl -0.275
4. C -1.296
5. C 0.926
6. N -0.013

=====

Formula: C6H6N2O2
Source: the OMol25 dataset
Level of theory: ωB97M-V/def2-TZVPD

Gap between HOMO and LUMO ... 10.13 eV
F_max ... 4.85 eV Å⁻¹
E_HOMO ... -9.78 eV
SMILES ... O=c1cc[nH]c(=O)[nH]1.C#C

```
16
C6H6N2O2 ωB97M-V/def2-TZVPD
O -2.17919 0.75008 -1.22827
C -1.10167 0.73706 -0.67964
C -0.87864 1.51057 0.56946
C 0.30814 1.43476 1.20502
N 1.31876 0.67889 0.69525
C 1.21845 -0.08314 -0.39694
O 2.21848 -0.63314 -0.90698
N -0.04625 -0.12813 -0.99594
H -1.76699 2.08338 0.85974
H 0.49588 1.90367 2.19763
H 2.31109 0.66729 0.99842
H -0.21662 -0.76791 -1.75103
C -0.26260 -1.65624 1.13351
C -0.76209 -2.66875 0.64760
H 0.30039 -0.80807 1.30555
H -1.47522 -3.51472 0.70247
```

Atom charges from the Mulliken analysis, given in e for atoms 1 to 6:
1. O -0.585
2. C 0.389
3. C -0.251
4. C -0.244
5. N -0.155
6. C 0.301

=====

Formula: C41H53Cl2N3OPPb
Source: the OMol25 dataset
Level of theory: ωB97M-V/def2-TZVPD

Gap between HOMO and LUMO (spin up / spin down) ... 2.43 / 2.44 eV
F_max ... 2.62 eV Å⁻¹
E_HOMO (spin up / spin down) ... -6.94 / -6.94 eV
Net charge ... +1

```
102
C41H53Cl2N3OPPb ωB97M-V/def2-TZVPD
Pb -0.10886 1.15163 0.89079
C 0.20245 -4.24718 0.38775
C -0.81461 -3.96241 -0.53972
C -0.12757 -3.71238 -1.77027
C 1.27244 -3.84422 -1.50225
C 1.44737 -4.25643 -0.18326
C 2.76804 -4.65856 0.35965
C 2.78636 -4.57465 1.90576
C 3.89946 -3.78852 -0.18687
C 3.08226 -6.09413 -0.10832
C -0.62890 -3.49259 -3.19257
C 0.59347 -3.60245 -4.13073
C -1.57973 -4.63702 -3.67577
C -1.27504 -2.07976 -3.40692
C -2.31188 -3.95873 -0.21177
C -2.38825 -3.79681 1.32329
C -2.96436 -5.29355 -0.59581
C -3.11970 -2.81611 -0.85500
H 0.04368 -4.44120 1.44734
H 2.11641 -3.77180 -2.27210
H 2.77191 -3.54021 2.24413
H 3.66969 -5.08239 2.31587
H 1.90175 -5.07540 2.35747
H 3.55048 -2.75023 -0.09500
H 4.05071 -3.97472 -1.27244
H 4.88696 -3.81874 0.26911
H 2.22205 -6.72637 0.06645
H 3.86715 -6.50823 0.52984
H 3.37525 -6.07161 -1.16963
H 1.12656 -4.57020 -4.02689
H 1.29761 -2.78541 -3.89343
H 0.25683 -3.59005 -5.18437
H -1.19703 -5.60821 -3.32798
H -1.56862 -4.60578 -4.79634
H -2.60945 -4.50584 -3.34156
H -1.50013 -1.63145 -2.45409
H -2.20796 -2.10632 -3.96605
H -0.56147 -1.39033 -3.90773
H -1.80760 -4.54381 1.84887
H -3.40676 -3.71971 1.73075
H -1.88505 -2.86434 1.58526
H -2.32918 -6.16426 -0.35698
H -3.22878 -5.33567 -1.67984
H -3.90391 -5.45907 -0.07353
H -2.60256 -1.84262 -0.81649
H -4.09226 -2.73444 -0.38127
H -3.28777 -2.93545 -1.91612
O 1.39015 0.14158 -2.12734
N 1.23502 1.40690 -1.51814
C 2.36471 2.03413 -1.44324
C 2.52147 3.44659 -1.18273
C 3.77166 4.03551 -1.45985
C 3.92461 5.39200 -1.54931
C 2.84341 6.22226 -1.29214
C 1.59275 5.63118 -0.99981
C 1.42719 4.25599 -0.78710
P -0.03818 3.71513 0.10209
C -0.08296 4.53293 1.69907
C -1.28939 4.50382 2.49322
C -1.32433 5.10948 3.76106
C -0.24814 5.91441 4.13908
C 0.94038 5.87697 3.43783
C 1.02825 5.21207 2.21490
C -1.40031 4.40337 -0.87554
C -1.49193 3.91657 -2.18758
C -2.51203 4.43830 -3.01844
C -3.46576 5.30280 -2.48950
C -3.41967 5.70072 -1.14534
C -2.33639 5.30598 -0.36156
H 0.49165 -0.23935 -2.12210
H 3.31451 1.60475 -1.74521
H 4.61808 3.31315 -1.48083
H 4.90256 5.75977 -1.83558
H 2.97364 7.31800 -1.27569
H 0.73535 6.34764 -0.83303
H -2.17189 3.96399 2.16009
H -2.22514 5.00103 4.37957
H -0.31535 6.56490 5.01365
H 1.80406 6.35030 3.86309
H 1.92691 5.22216 1.57349
H -0.81134 3.09491 -2.49255
H -2.58183 4.11074 -4.05125
H -4.25552 5.69027 -3.11921
H -4.12807 6.43459 -0.76923
H -2.28141 5.66572 0.67199
Cl -5.02383 0.70128 -1.08607
C -4.67746 1.53289 0.37581
Cl -3.04659 0.79045 1.09929
H -5.45512 1.33977 1.07514
H -4.46671 2.59271 0.13471
C 2.95110 0.30631 3.38559
C 1.59319 0.52938 3.91997
N 0.56455 1.15457 3.30820
C -0.45970 1.22062 4.23220
C -0.10521 0.48734 5.34762
N 1.23762 0.11600 5.15710
H 3.63799 0.95022 3.93740
H 3.00864 0.61126 2.33033
H 3.31794 -0.74903 3.48180
H -1.38430 1.77374 3.96799
H -0.64248 0.13139 6.19789
H 1.84216 -0.37247 5.81689
```

Atom charges from the Mulliken analysis, given in e for atoms 1 to 6:
1. Pb 1.020
2. C -0.496
3. C -0.173
4. C -0.296
5. C -0.441
6. C -0.697

=====

Formula: C31H55F3N3O4
Source: the OMol25 dataset
Level of theory: ωB97M-V/def2-TZVPD

Gap between HOMO and LUMO ... 6.96 eV
F_max ... 5.76 eV Å⁻¹
E_HOMO ... -11.35 eV
Net charge ... +1

```
96
C31H55F3N3O4 ωB97M-V/def2-TZVPD
C 4.29269 3.00359 0.43690
C 4.70132 1.67393 -0.09653
N 5.31938 0.54568 0.75635
C 4.30684 -0.56453 0.84563
C 4.86005 -2.07982 0.65395
C 3.75786 -3.11527 -0.06022
C 2.20541 -2.81621 0.38984
C 1.13638 -3.96573 -0.17705
C -0.06969 -3.32657 -1.09808
C -1.59555 -3.76011 -0.56985
C -2.62885 -3.13290 -1.72358
C -4.15764 -2.90812 -1.17402
C -4.77813 -1.41255 -1.56073
C -6.40839 -1.53464 -1.85628
C -7.24555 -1.18914 -0.48877
C -8.85137 -1.17732 -0.84996
C -9.34735 0.29862 -1.40446
C -9.79146 1.26808 -0.12382
C -11.40853 1.56992 -0.11383
C -12.29341 0.44048 0.68789
C -11.87025 0.23922 2.26465
O 6.12002 -2.25020 -0.06008
C 6.48944 -1.10550 -0.89757
O 5.59324 -0.88812 -2.07078
C 7.96268 -1.51232 -1.58039
C 8.48979 -0.41706 -2.68273
C 9.77513 0.48294 -2.20795
F 9.91400 1.86747 -2.79126
C 10.86096 0.05821 -1.27951
F 11.50916 -1.26213 -1.57452
F 11.28425 0.95863 -0.15486
C 6.62792 0.19456 0.09031
C 7.69922 -0.11586 1.33673
O 7.97607 1.07320 2.16792
N 8.94735 1.83227 1.63167
O 8.43094 2.95284 1.53734
H 5.03831 3.88234 0.72925
H 3.12203 3.21610 0.52561
H 4.53599 1.42100 -1.22988
H 5.40969 0.96173 1.72032
H 3.41985 -0.28830 0.09709
H 3.80730 -0.51094 1.92870
H 5.02001 -2.53308 1.74655
H 3.94590 -3.11683 -1.21532
H 4.05987 -4.19868 0.33940
H 2.04640 -2.73370 1.55637
H 1.87163 -1.80807 -0.13575
H 0.61677 -4.48283 0.74631
H 1.69795 -4.75086 -0.86004
H 0.06396 -3.60375 -2.25038
H -0.07147 -2.13459 -1.07453
H -1.78836 -3.13334 0.40264
H -1.71204 -4.91874 -0.43252
H -2.59965 -3.82215 -2.69742
H -2.23973 -2.06607 -2.08638
H -4.83409 -3.71196 -1.73970
H -4.21566 -3.07357 0.00469
H -4.66974 -0.73517 -0.59774
H -4.19015 -0.87310 -2.41812
H -6.68101 -2.63132 -2.21549
H -6.65362 -0.82531 -2.76424
H -6.90412 -0.11122 -0.13369
H -7.02975 -1.99882 0.34089
H -9.02700 -1.95657 -1.72829
H -9.49494 -1.47192 0.09860
H -8.47862 0.87398 -1.94880
H -10.21709 0.12837 -2.17561
H -9.24397 2.30955 -0.25400
H -9.39592 0.71943 0.83797
H -11.76928 1.52783 -1.24628
H -11.61196 2.67923 0.24256
H -13.43487 0.78786 0.69788
H -12.25728 -0.59772 0.11351
H -10.72721 -0.06258 2.38560
H -12.14305 1.19442 2.92093
H -12.51058 -0.64929 2.70775
H 5.48198 -1.81931 -2.47046
H 7.72774 -2.50847 -2.19586
H 8.76538 -1.81617 -0.78462
H 7.67323 0.31823 -3.08461
H 8.85942 -1.05016 -3.62495
H 7.09126 1.07219 -0.56124
H 7.11809 -0.88830 2.03630
H 8.73295 -0.51643 0.96313
C 2.90449 5.98872 3.39864
C 1.64988 6.64864 2.84148
C 0.53672 5.65072 2.52136
C 0.90448 4.73313 1.43571
N 1.19728 4.00428 0.58131
H 3.35892 5.31092 2.66886
H 3.64860 6.74999 3.65299
H 2.67864 5.41818 4.30498
H 1.91214 7.22346 1.94540
H 1.27572 7.36499 3.58281
H -0.36109 6.20755 2.22742
H 0.27573 5.08094 3.42056
```

Atom charges from the Mulliken analysis, given in e for atoms 1 to 6:
1. C -0.953
2. C -0.104
3. N 0.566
4. C -0.895
5. C 0.267
6. C -0.672

=====

Formula: C14H30O2S2
Source: the OMol25 dataset
Level of theory: ωB97M-V/def2-TZVPD

Gap between HOMO and LUMO ... 9.11 eV
F_max ... 7.41 eV Å⁻¹
E_HOMO ... -8.48 eV
SMILES ... OCCSCCCCCCCCCCSCCO

```
48
C14H30O2S2 ωB97M-V/def2-TZVPD
O 0.10476 -2.38243 0.00854
C 1.53158 -2.64131 0.06993
C 2.09390 -1.56166 1.01295
S 3.92212 -1.39888 0.85930
C 3.95528 -0.52822 -0.75376
C 3.36235 0.90427 -0.73234
C 1.96555 0.91591 -1.32653
C 1.06054 2.12505 -1.37958
C 0.60763 3.09008 -0.20356
C 0.17399 2.41673 1.04706
C -0.97956 1.24580 0.93739
C -1.34912 0.66857 2.16698
C -2.17726 -0.58175 2.18931
C -3.50965 -0.45839 1.48022
S -3.97996 -0.07006 -0.49299
C -3.34144 -1.61081 -1.05638
C -2.24286 -1.48725 -2.16986
O -1.25428 -0.46774 -1.83273
H -0.02554 -1.82654 -0.73781
H 1.86188 -3.54416 0.72814
H 2.00558 -2.54985 -0.92226
H 1.56291 -0.58869 1.08792
H 1.92112 -1.85022 2.08205
H 5.10724 -0.64922 -0.96529
H 3.59072 -1.27696 -1.39631
H 3.95990 1.75698 -1.13199
H 3.10448 1.31218 0.26909
H 1.34148 -0.13168 -1.06437
H 2.09710 0.75494 -2.51137
H 0.16777 1.71290 -1.85009
H 1.66590 2.73145 -2.12294
H -0.23941 3.67904 -0.75753
H 1.44139 3.97170 -0.11552
H -0.10865 3.20962 1.66451
H 1.07269 1.93775 1.57691
H -1.70114 1.70892 0.20329
H -0.38595 0.39257 0.36653
H -0.51074 0.58266 3.10918
H -1.93694 1.37431 2.73922
H -1.78521 -1.43174 1.53532
H -2.41818 -0.86656 3.11386
H -4.03432 0.56133 1.76957
H -4.17273 -1.27690 1.77846
H -3.06682 -2.28476 -0.07138
H -4.07760 -2.15777 -1.57913
H -2.80610 -1.23011 -3.22850
H -1.69876 -2.48003 -2.14724
H -1.87563 0.28091 -1.24625
```

Atom charges from the Mulliken analysis, given in e for atoms 1 to 6:
1. O -0.355
2. C -0.465
3. C 0.169
4. S -0.109
5. C -0.876
6. C -0.594

=====

Q: Which of these has the lowest F_max?
A: C16H30ClN2O5

=====

Q: F_max of number 1 (C16H30ClN2O5)?
A: 1.07 eV Å⁻¹

=====

Q: What is the formula in the third record?
A: C41H53Cl2N3OPPb